DFT (wB97M-V/def2-TZVPD) results for an isolated ion of composition C5H8N and charge +1 at a distorted geometry.

```
14
Properties=species:S:1:pos:R:3:forces:R:3:mulliken_charge:R:1
C -2.71478 0.42213 -0.17071 -1.98 0.89 -2.51 -0.11
N -1.60693 0.06438 0.23940 -2.00 0.95 -0.51 0.05
C -0.56263 -0.45862 0.62250 1.81 -1.76 0.04 -0.26
C 0.78926 -0.22208 0.25767 1.03 0.94 -1.17 0.88
C 1.65437 -1.17962 0.61078 0.26 -0.62 -0.29 -0.96
C 1.25006 0.95063 -0.62134 0.64 -0.41 0.51 -1.03
H -3.36121 1.21431 0.20656 0.62 0.01 1.15 0.28
H -3.22061 0.14636 -1.17025 1.49 -0.58 1.33 0.26
H -0.57887 -1.38319 1.15141 -1.00 -0.56 0.92 0.39
H 1.54787 -2.17392 1.05560 -0.77 0.64 0.36 0.29
H 2.64705 -1.04751 0.26470 0.94 0.15 -0.24 0.25
H 2.35112 0.77440 -0.86779 -1.57 0.56 0.37 0.34
H 1.11020 1.85366 0.00431 0.30 -0.12 -0.74 0.31
H 0.69509 1.03906 -1.58284 0.23 -0.10 0.79 0.32
```
Forces are in eV/Å.

Summary:
E_LUMO, eV: -5.04
Total charge: +1
Structure (SMILES): C=[N+]=CC(=C)C
Frontier orbital gap, Ha: 0.355
Molar mass, g/mol: 82.1
Energy relative to the best compared isomer or geometry (same formula, charge and spin), kJ/mol: 263.60
HOMO energy, eV: -14.71